Record 1
The following is a DFT calculation (the ωB97M-V functional and the def2-TZVPD basis) of a structure of composition C26H63MnO19P2 at a distorted geometry.

```
111
Properties=species:S:1:pos:R:3
Mn -22.855 43.777 4.741
C -25.360 40.648 4.192
C -24.453 41.817 4.431
O -24.924 42.974 4.219
O -23.265 41.667 4.856
H -25.684 40.708 3.153
H -26.232 40.597 4.835
H -24.748 39.754 4.327
C -22.518 40.711 0.911
O -22.813 42.063 0.488
P -22.180 43.318 1.214
O -22.373 43.381 2.690
O -20.708 43.442 0.722
C -19.921 44.637 0.708
O -23.024 44.489 0.514
C -22.908 44.676 -0.874
H -22.089 40.188 0.061
H -23.461 40.260 1.223
H -21.870 40.676 1.789
H -20.451 45.515 1.074
H -19.543 44.865 -0.286
H -19.038 44.488 1.326
H -23.583 44.197 -1.595
H -21.923 44.546 -1.327
H -23.192 45.711 -1.102
C -27.836 38.555 6.398
O -26.496 38.614 6.852
P -25.599 37.314 6.764
O -26.036 36.184 7.594
O -24.187 37.931 7.159
C -23.895 38.347 8.493
O -25.432 37.025 5.205
C -24.349 36.268 4.690
H -28.541 38.753 7.205
H -28.137 37.613 5.930
H -28.028 39.296 5.617
H -24.710 38.285 9.209
H -23.469 39.346 8.383
H -23.055 37.757 8.867
H -23.583 36.047 5.433
H -23.874 36.890 3.921
H -24.663 35.368 4.162
C -20.311 36.535 6.336
O -20.200 37.904 6.075
C -20.986 38.393 5.015
C -20.576 39.806 4.748
O -19.284 39.760 4.167
C -18.759 40.998 3.766
C -17.450 40.730 3.056
O -17.564 40.113 1.780
C -18.255 40.852 0.818
H -21.256 36.350 6.867
H -19.503 36.164 6.960
H -20.344 35.882 5.456
H -22.054 38.352 5.269
H -20.799 37.766 4.135
H -20.616 40.345 5.703
H -21.241 40.281 4.019
H -18.655 41.713 4.593
H -19.463 41.574 3.144
H -16.772 40.082 3.611
H -16.872 41.644 2.843
H -18.360 40.250 -0.087
H -17.870 41.843 0.568
H -19.319 40.919 1.085
C -28.073 45.815 1.557
O -29.119 45.724 0.622
C -29.120 44.600 -0.226
C -29.257 43.241 0.405
O -28.115 42.818 1.139
C -26.861 42.616 0.485
C -26.906 41.681 -0.735
O -27.655 42.271 -1.784
C -28.083 41.286 -2.708
H -27.105 45.635 1.071
H -28.218 45.037 2.311
H -28.030 46.787 2.041
H -28.146 44.621 -0.743
H -29.860 44.736 -1.015
H -29.484 42.510 -0.373
H -30.090 43.266 1.112
H -26.245 42.194 1.285
H -26.375 43.587 0.349
H -27.314 40.699 -0.492
H -25.858 41.673 -1.066
H -28.828 41.682 -3.402
H -28.696 40.564 -2.154
H -27.270 40.848 -3.286
C -30.780 39.763 3.238
O -29.805 38.928 2.744
C -28.533 39.529 2.583
C -27.563 38.694 1.792
O -27.904 38.399 0.479
C -28.964 37.510 0.201
C -28.950 36.176 0.930
O -27.627 35.675 0.899
C -27.318 34.744 1.932
H -31.055 40.589 2.568
H -30.680 40.068 4.291
H -31.777 39.303 3.346
H -28.070 39.790 3.538
H -28.731 40.425 1.981
H -27.324 37.777 2.359
H -26.555 39.112 1.864
H -29.005 37.414 -0.882
H -29.917 38.002 0.435
H -29.530 35.501 0.285
H -29.412 36.192 1.919
H -27.826 33.818 1.636
H -27.689 35.101 2.894
H -26.260 34.496 1.941
```

The spin multiplicity is 6. Its charge is +1.

---

Record 2
The following is a DFT calculation (the ωB97M-V functional and the def2-TZVPD basis) of a structure of composition C26H64Cl4O15 at a distorted geometry.

```
109
C26H64Cl4O15 (the ωB97M-V functional and the def2-TZVPD basis)
C 24.276 3.960 -32.368
C 24.270 2.668 -31.636
C 23.382 1.724 -32.502
O 22.922 2.555 -33.582
C 23.866 3.623 -33.793
H 25.181 4.568 -32.402
H 23.507 4.646 -31.989
H 23.904 2.688 -30.615
H 25.307 2.332 -31.779
H 22.540 1.432 -31.878
H 23.952 0.882 -32.893
H 23.239 4.365 -34.281
H 24.734 3.293 -34.376
C 30.910 4.418 -23.831
C 29.849 5.219 -24.583
C 29.756 4.568 -25.989
O 30.188 3.255 -25.709
C 30.669 3.001 -24.372
H 30.821 4.473 -22.749
H 31.914 4.661 -24.188
H 30.011 6.300 -24.609
H 28.889 5.093 -24.075
H 30.357 5.091 -26.733
H 28.680 4.541 -26.173
H 31.610 2.507 -24.594
H 29.790 2.554 -23.905
C 28.580 6.505 -31.064
C 27.662 6.466 -29.858
C 26.226 6.448 -30.446
O 26.434 6.381 -31.836
C 27.711 5.884 -32.177
H 29.479 5.902 -30.927
H 28.812 7.529 -31.355
H 27.898 7.253 -29.139
H 27.875 5.572 -29.263
H 25.593 7.291 -30.162
H 25.645 5.568 -30.144
H 28.039 6.134 -33.181
H 27.653 4.793 -32.039
C 24.335 8.200 -26.036
C 24.598 7.524 -24.713
O 23.943 6.274 -24.581
O 24.874 9.537 -25.950
H 23.246 8.234 -26.173
H 24.816 7.762 -26.919
H 24.320 8.137 -23.857
H 25.686 7.415 -24.591
H 24.288 5.697 -25.280
H 24.401 10.035 -26.624
C 26.763 -1.011 -31.255
C 27.388 -0.138 -30.150
O 26.599 -0.299 -28.962
O 27.213 -2.366 -31.096
H 26.999 -0.699 -32.267
H 25.686 -1.001 -31.077
H 27.352 0.921 -30.402
H 28.413 -0.473 -30.012
H 26.933 -1.069 -28.489
H 26.782 -2.687 -30.297
C 24.723 3.847 -27.494
C 25.194 2.464 -27.824
O 26.642 2.413 -27.731
O 25.291 4.227 -26.240
H 23.635 3.853 -27.418
H 24.963 4.654 -28.194
H 24.906 2.098 -28.806
H 24.826 1.810 -27.028
H 26.819 1.511 -28.043
H 26.211 3.930 -26.228
C 22.112 4.409 -25.568
C 20.750 3.774 -25.296
O 19.816 4.609 -24.673
O 22.587 4.927 -24.325
H 22.135 5.104 -26.415
H 22.815 3.623 -25.880
H 20.972 2.957 -24.588
H 20.455 3.239 -26.201
H 20.289 5.031 -23.944
H 23.169 5.683 -24.508
C 24.763 2.742 -22.665
C 25.211 2.326 -24.045
O 26.621 2.416 -24.132
O 23.363 2.513 -22.542
H 25.159 3.714 -22.356
H 25.179 2.072 -21.904
H 24.717 2.902 -24.842
H 24.831 1.320 -24.269
H 26.894 1.942 -24.923
H 22.937 3.241 -23.016
C 28.870 -0.086 -25.479
C 29.605 0.085 -26.792
O 29.494 -1.065 -27.644
O 27.471 -0.143 -25.744
H 28.999 0.767 -24.821
H 29.253 -0.996 -25.003
H 30.688 0.249 -26.717
H 29.266 1.010 -27.276
H 30.107 -0.904 -28.364
H 27.343 -0.925 -26.293
C 21.504 6.991 -29.702
Cl 22.391 5.569 -29.179
Cl 20.643 7.751 -28.370
H 22.177 7.775 -30.034
H 20.783 6.714 -30.463
C 22.737 -0.510 -27.156
Cl 21.739 0.468 -26.027
Cl 22.574 0.125 -28.789
H 23.767 -0.393 -26.834
H 22.463 -1.558 -27.120
```

---

Record 3
The following is a DFT calculation (the ωB97M-V functional and the def2-TZVPD basis) of a structure of composition C26H64FN3NbO10S at a distorted geometry.

```
106
Properties=species:S:1:pos:R:3
C 2.942 -4.605 2.208
C 3.614 -3.403 1.619
O 4.745 -3.053 1.841
O 2.805 -2.736 0.774
C 2.813 -1.288 0.875
C 1.409 -0.727 0.771
Nb -0.400 -1.440 1.918
C -2.078 -2.390 3.004
C -1.540 0.572 1.679
C -1.474 1.062 0.236
F -2.936 0.451 1.990
S 0.601 -0.648 4.226
C -0.072 0.876 4.875
O 2.030 -0.357 4.007
O 0.281 -1.639 5.263
H 2.451 -5.187 1.426
H 3.680 -5.204 2.740
H 2.156 -4.266 2.887
H 3.456 -0.919 0.066
H 3.280 -0.997 1.817
H 1.104 -0.737 -0.288
H 1.502 0.328 1.088
H 0.444 -3.013 2.284
H -1.175 -2.009 0.385
H -2.045 -2.162 4.074
H -3.035 -2.106 2.551
H -1.977 -3.478 2.916
H -1.184 1.388 2.321
H -2.176 1.897 0.119
H -0.472 1.415 -0.020
H -1.791 0.290 -0.468
H 0.040 1.677 4.145
H 0.535 1.088 5.759
H -1.115 0.717 5.149
C -5.130 3.171 1.884
O -4.540 4.360 1.387
C -3.997 4.243 0.079
C -4.773 5.086 -0.908
N -6.106 4.546 -1.122
C -7.004 5.398 -1.884
C -7.368 6.762 -1.309
O -8.163 6.707 -0.139
C -7.453 6.552 1.075
H -5.373 3.355 2.930
H -6.051 2.911 1.348
H -4.442 2.324 1.826
H -3.982 3.196 -0.238
H -2.964 4.601 0.113
H -4.238 5.095 -1.864
H -4.782 6.117 -0.523
H -6.522 4.339 -0.222
H -7.936 4.848 -2.037
H -6.564 5.558 -2.876
H -7.973 7.283 -2.055
H -6.478 7.378 -1.126
H -6.478 7.046 1.033
H -7.291 5.504 1.341
H -8.050 7.015 1.860
C -3.125 -1.399 -7.251
O -4.406 -1.076 -6.758
C -5.074 -2.139 -6.089
C -5.203 -1.868 -4.608
N -3.910 -1.923 -3.952
C -3.902 -1.498 -2.556
C -4.288 -0.056 -2.247
O -3.357 0.907 -2.711
C -3.477 1.284 -4.063
H -2.793 -0.555 -7.853
H -2.396 -1.570 -6.451
H -3.154 -2.294 -7.882
H -4.541 -3.081 -6.254
H -6.073 -2.228 -6.525
H -5.852 -2.636 -4.172
H -5.716 -0.902 -4.488
H -3.253 -1.358 -4.473
H -2.895 -1.657 -2.164
H -4.566 -2.162 -1.992
H -4.307 0.053 -1.160
H -5.292 0.194 -2.614
H -4.519 1.253 -4.400
H -2.878 0.660 -4.734
H -3.113 2.309 -4.148
C 12.022 -3.316 2.514
O 10.876 -4.069 2.201
C 9.817 -3.964 3.150
C 8.628 -3.226 2.584
N 8.937 -1.819 2.379
C 7.902 -1.073 1.669
C 7.572 -1.486 0.245
O 8.601 -1.224 -0.701
C 9.589 -2.222 -0.809
H 12.793 -3.593 1.796
H 11.850 -2.236 2.448
H 12.386 -3.539 3.524
H 10.177 -3.465 4.056
H 9.511 -4.980 3.417
H 7.796 -3.304 3.290
H 8.315 -3.741 1.665
H 9.811 -1.744 1.873
H 8.208 -0.023 1.647
H 6.979 -1.130 2.254
H 6.719 -0.884 -0.076
H 7.254 -2.532 0.181
H 9.174 -3.219 -0.627
H 10.425 -2.072 -0.116
H 9.984 -2.187 -1.826
```

Its charge is -1.

---

Calculated total energy
In order: -4291.4586 -3998.0880 -2500.4176
Unit: a.u.